(1)
Entry from the OMol25 dataset: the molecule C10H7P in a non-equilibrium geometry (ωB97M-V with the def2-TZVPD basis set).

Summary:
- E_HOMO (eV) = -8.6
- orbital gap (eV) = 8.41
- E_LUMO (eV) = -0.17
- molar mass (g mol⁻¹) = 158.14

Geometry as ORCA input:
```
! RIJCOSX wB97M-V def2-TZVPD def2/J DEFGRID3
* xyz 0 1
C 0.18784 -0.21290 1.82581
C 3.23243 -4.01506 1.83734
C -0.60341 0.90261 -0.13695
C 0.55829 0.42365 0.54361
C -1.66604 1.29666 -0.48633
C 1.75136 0.32331 0.02479
C 1.07175 -0.87555 2.56355
C 2.68081 -2.98976 2.18848
C -2.91638 1.56354 -1.11314
C 2.96764 -0.08915 -0.23882
P 2.55023 -1.42334 3.00867
H -0.74639 0.04998 2.18871
H 3.33426 -4.72244 1.06342
H -3.72182 1.64540 -0.44802
H -3.24081 0.59386 -1.82755
H -2.93261 2.53490 -1.78889
H 3.67379 0.69157 0.02026
H 3.28709 -1.04828 -0.61347
*
```

(2)
Entry from the OMol25 dataset: a structure of composition C10H8AlF18O19S6 in a non-equilibrium geometry (ωB97M-V with the def2-TZVPD basis set).

Summary:
- E_HOMO (eV) = -1.5
- orbital gap (eV) = 2.52
- E_LUMO (eV) = 1.07
- molar mass (g mol⁻¹) = 993.50

Geometry as ORCA input:
```
! RIJCOSX wB97M-V def2-TZVPD def2/J DEFGRID3
* xyz -3 1
Al 0.13308 -0.19870 0.62724
C -0.35360 -2.97935 -3.70355
F -0.29652 -3.96511 -4.56590
F 0.70551 -2.19604 -3.87274
F -1.52655 -2.36935 -3.83108
S -0.34273 -3.73771 -1.93680
O 0.09810 -2.59898 -1.04595
O -1.73735 -4.19591 -1.71020
O 0.52614 -4.92752 -2.01385
C -2.18348 -4.50509 3.36251
F -1.11831 -5.19276 3.82452
F -3.19144 -5.38487 3.20562
F -2.62714 -3.55784 4.23533
S -1.75058 -3.87660 1.54421
O -2.93975 -4.01207 0.63786
O -1.31180 -2.46992 1.67763
O -0.74090 -4.74088 1.05574
C 4.94750 -0.60161 3.48342
F 4.18475 -0.82516 4.53863
F 6.12421 0.02369 3.78401
F 5.17350 -1.81104 2.93564
S 4.01724 0.53905 2.20768
O 3.82189 1.90070 2.80636
O 4.99847 0.75917 1.14926
O 2.74108 -0.04024 1.72527
C -0.32067 2.05478 5.82602
F 0.27133 2.85606 6.71109
F -0.65537 0.89229 6.39719
F -1.40593 2.64796 5.21614
S 1.03719 1.60531 4.49106
O 1.73277 0.48001 5.11553
O 0.34300 1.15390 3.24655
O 1.88698 2.78478 4.18009
C -4.77193 -0.18465 -1.99737
F -5.07106 0.99254 -1.35525
F -5.82467 -0.88947 -2.23341
F -4.11467 0.04000 -3.20833
S -3.47453 -1.21732 -0.92280
O -2.12985 -0.55328 -0.98175
O -4.08549 -1.09879 0.38116
O -3.54159 -2.59645 -1.40580
C 2.61537 4.34803 -1.68567
F 1.44184 4.16162 -2.29405
F 3.56030 4.10054 -2.59733
F 2.73317 5.53287 -1.11236
S 2.87266 2.91354 -0.39918
O 1.73553 2.03421 -0.17515
O 4.03293 2.21384 -0.95302
O 3.24086 3.49021 0.98234
C -1.45295 2.45099 -3.48928
C -0.74017 1.25147 -4.09006
C 0.41858 1.02775 -3.16407
O -0.20153 1.34538 -1.90220
C -1.18964 2.44541 -2.03778
H -2.49969 2.34750 -3.77512
H -1.19608 3.40728 -3.94496
H -0.29250 1.28837 -5.08319
H -1.45805 0.43133 -4.07931
H 1.25718 1.65123 -3.47410
H 0.87764 0.04030 -3.21182
H -0.91552 3.40877 -1.60779
H -2.06673 2.10579 -1.48690
*
```

(3)
Entry from the OMol25 dataset: a structure of composition C10H8Br2N2O7P2Ti (ωB97M-V with the def2-TZVPD basis set).

Summary:
- E_HOMO (alpha / beta) (eV) = -12.3 / -13.3
- orbital gap (alpha / beta) (eV) = 7.90 / 8.91
- E_LUMO (alpha / beta) (eV) = -4.43 / -4.38
- molar mass (g mol⁻¹) = 537.80

Geometry as ORCA input:
```
! RIJCOSX wB97M-V def2-TZVPD def2/J DEFGRID3
* xyz 1 2
Ti 0.78223 -0.71407 0.14277
O 3.67178 -3.32025 -0.80994
P 2.59044 -2.36170 -0.24196
O 2.80635 -0.86197 -0.39276
O 1.20718 -2.58257 -0.81284
O 2.56046 -2.68268 1.36512
P 1.45247 -1.84284 2.24834
O 1.69160 -2.29734 3.71458
O 1.69406 -0.36523 2.03170
O 0.10015 -2.10131 1.61136
H 4.47182 -3.44605 -0.28582
H 1.58720 -3.23568 3.91251
Br -5.67996 0.04391 -1.12620
C -3.84520 -0.22649 -0.93688
C -3.32037 -1.50776 -0.97120
C -1.95079 -1.65243 -0.82019
N -1.15959 -0.59757 -0.63262
C -1.66365 0.65268 -0.61259
C -3.01215 0.88209 -0.76163
C -0.63781 1.75812 -0.46161
C -0.93036 3.08925 -0.64774
C 0.11928 4.00670 -0.54104
Br -0.24187 5.81933 -0.78554
C 1.40739 3.57972 -0.26981
C 1.61992 2.22046 -0.09952
N 0.61912 1.34713 -0.19781
H -3.94956 -2.37408 -1.11014
H -1.46210 -2.61796 -0.82591
H -3.42794 1.87755 -0.73655
H -1.92771 3.43305 -0.87440
H 2.23234 4.27185 -0.19128
H 2.59523 1.80614 0.11962
*
```

(4)
Entry from the OMol25 dataset: a structure of composition C10H8GdN2O5Se in a non-equilibrium geometry (ωB97M-V with the def2-TZVPD basis set).

Summary:
- E_HOMO (alpha / beta) (eV) = -19.6 / -19.6
- orbital gap (alpha / beta) (eV) = 7.12 / 4.97
- E_LUMO (alpha / beta) (eV) = -12.46 / -14.67
- molar mass (g mol⁻¹) = 472.39

Geometry as ORCA input:
```
! RIJCOSX wB97M-V def2-TZVPD def2/J DEFGRID3
* xyz 3 8
O -2.93212 4.45772 -2.39139
C -2.76306 3.55350 -1.72618
Gd 0.62168 1.33332 0.54730
O 1.28144 3.67013 -2.14342
C 0.79703 3.08317 -1.25787
C 2.87922 1.96225 0.24517
O 3.93258 2.43386 0.08252
C 0.76756 0.82364 -1.84803
O 0.92509 0.73846 -2.99862
C 0.30577 3.78447 1.15761
O 0.16776 4.90323 1.43737
C 1.64254 -1.62483 1.98890
N 0.59626 -1.95623 1.05004
C 0.66890 -2.94774 0.08613
C -0.49201 -2.94489 -0.59329
N -1.28744 -1.94157 -0.03849
C -2.62313 -1.60106 -0.45696
C -0.59184 -1.26747 0.92304
Se -1.31400 0.00453 2.11898
H 1.32131 -0.83425 2.69050
H 2.60973 -1.35110 1.52186
H 1.82398 -2.49845 2.61526
H 1.52268 -3.59412 0.00812
H -0.87477 -3.57875 -1.37054
H -2.71517 -1.48097 -1.54980
H -3.27884 -2.42094 -0.17207
H -2.99116 -0.70592 0.07386
*
```

(5)
Entry from the OMol25 dataset: the ion C10H8IO2 with charge -1 in a non-equilibrium geometry (ωB97M-V with the def2-TZVPD basis set).

Summary:
- SMILES = C/C=c1\ccc(C(=O)[O-])c\c1=C/I
- E_HOMO (eV) = -4.4
- orbital gap (eV) = 6.96
- E_LUMO (eV) = 2.55
- molar mass (g mol⁻¹) = 287.08

Geometry as ORCA input:
```
! RIJCOSX wB97M-V def2-TZVPD def2/J DEFGRID3
* xyz -1 1
C 1.42978 1.44247 -0.64866
C 0.11902 1.49632 0.02107
C -0.74877 0.48180 0.19685
C -0.32267 -0.69783 -0.62748
C 0.08307 -1.82600 -0.02301
C 0.00451 -2.00588 1.38427
C 0.86431 -3.24246 2.19036
O 0.55349 -3.41305 3.33038
O 1.81591 -3.65369 1.46451
C -0.83981 -1.22301 2.01810
C -1.73807 -0.22632 1.22568
C -3.06139 -0.72039 1.37525
I -3.84202 -2.18552 2.84215
H 2.08975 0.72990 -0.12551
H 1.84656 2.46009 -0.48770
H 1.44698 1.00308 -1.68314
H -0.00191 2.39256 0.62490
H -0.20445 -0.58201 -1.70065
H 0.58794 -2.63823 -0.46259
H -1.07098 -1.46084 3.10394
H -3.80533 -0.08633 0.99757
*
```

(6)
Entry from the OMol25 dataset: the molecule C10H8N2 in a non-equilibrium geometry (ωB97M-V with the def2-TZVPD basis set).

Summary:
- SMILES = c1ccc(-c2ccncc2)nc1
- E_HOMO (eV) = -9.1
- orbital gap (eV) = 9.30
- E_LUMO (eV) = 0.20
- molar mass (g mol⁻¹) = 156.19

Geometry as ORCA input:
```
! RIJCOSX wB97M-V def2-TZVPD def2/J DEFGRID3
* xyz 0 1
C 3.31879 -0.05609 -0.02645
C 2.62718 1.07694 0.29671
C 1.28002 1.01046 0.11624
C 0.61317 -0.20469 -0.12713
C -0.90919 -0.10000 -0.27657
C -1.68157 1.04780 -0.36508
C -3.07779 1.04515 -0.08934
N -3.58298 -0.17465 0.23097
C -2.90268 -1.24287 0.19195
C -1.53061 -1.29002 -0.05764
N 1.21977 -1.39836 -0.06976
C 2.53334 -1.26003 -0.11374
H 4.45973 -0.09341 -0.01923
H 3.00759 2.16146 0.35988
H 0.84871 1.89104 0.09241
H -1.23689 2.11152 -0.24824
H -3.72486 1.91674 -0.10133
H -3.44811 -2.14234 0.40524
H -1.14292 -2.26311 -0.00338
H 3.32929 -2.03557 -0.19551
*
```

(7)
Entry from the OMol25 dataset: the molecule C10H8N2 in a non-equilibrium geometry (ωB97M-V with the def2-TZVPD basis set).

Summary:
- SMILES = c1ccc(-c2ncccn2)cc1
- E_HOMO (eV) = -9.0
- orbital gap (eV) = 9.43
- E_LUMO (eV) = 0.42
- molar mass (g mol⁻¹) = 156.19

Geometry as ORCA input:
```
! RIJCOSX wB97M-V def2-TZVPD def2/J DEFGRID3
* xyz 0 1
C 3.48342 -0.01323 0.07035
C 2.80217 1.10582 -0.51416
C 1.42651 1.11202 -0.48475
C 0.70104 -0.00770 -0.03523
C -0.76833 0.01232 -0.07992
N -1.41200 -1.00611 -0.58871
C -2.68982 -1.04152 -0.57867
C -3.49708 0.02629 0.01561
C -2.74501 0.98835 0.61863
N -1.40886 0.98981 0.62907
C 1.44263 -1.13472 0.46449
C 2.81065 -1.06266 0.50942
H 4.47034 0.01201 0.14559
H 3.44500 2.06320 -0.89726
H 0.76076 1.98193 -0.94355
H -3.04819 -1.74867 -1.01575
H -4.72679 0.01128 -0.04971
H -3.33089 1.74732 1.12624
H 0.93598 -1.99810 0.52480
H 3.44277 -1.86471 0.91242
*
```

(8)
Entry from the OMol25 dataset: the molecule C10H8N2O in a non-equilibrium geometry (ωB97M-V with the def2-TZVPD basis set).

Summary:
- SMILES = O/N=C\c1ccnc2ccccc12
- E_HOMO (eV) = -8.9
- orbital gap (eV) = 8.91
- E_LUMO (eV) = 0.05
- molar mass (g mol⁻¹) = 172.19

Geometry as ORCA input:
```
! RIJCOSX wB97M-V def2-TZVPD def2/J DEFGRID3
* xyz 0 1
O 0.96459 1.14648 2.42216
N 2.07745 1.53594 1.69199
C 2.16646 0.92434 0.55668
C 1.24528 -0.13170 0.00915
C 1.72814 -1.39768 -0.23818
C 0.85077 -2.36662 -0.75133
N -0.37407 -2.18264 -1.04466
C -0.91561 -0.93877 -0.79101
C -2.27336 -0.73539 -1.13269
C -2.86972 0.48991 -0.89778
C -2.07868 1.58409 -0.36944
C -0.74988 1.40215 -0.07560
C -0.14804 0.11352 -0.25053
H 1.00508 1.71019 3.21506
H 3.09126 1.15762 0.00799
H 2.78745 -1.63305 -0.15779
H 1.25247 -3.37403 -0.86369
H -2.88464 -1.56273 -1.51150
H -3.92814 0.63925 -1.10078
H -2.53678 2.56993 -0.30204
H -0.15925 2.18471 0.44850
*
```

(9)
Entry from the OMol25 dataset: a cluster of 2 separate species, C10H8N2O in total in a non-equilibrium geometry (ωB97M-V with the def2-TZVPD basis set).

Summary:
- E_HOMO (alpha / beta) (eV) = -8.2 / -9.8
- orbital gap (alpha / beta) (eV) = 6.32 / 8.23
- E_LUMO (alpha / beta) (eV) = -1.89 / -1.58
- molar mass (g mol⁻¹) = 172.19

Geometry as ORCA input:
```
! RIJCOSX wB97M-V def2-TZVPD def2/J DEFGRID3
* xyz 0 1
C 1.29500 -1.66810 0.07019
C 2.59853 -0.96004 2.12199
C -2.95904 0.81495 -0.44982
C -2.55435 -0.52362 -0.64714
C -2.04504 1.71477 0.12068
C -1.28169 -0.94086 -0.37832
C -0.68776 1.30084 0.24907
C -0.27756 -0.02028 -0.13457
C 2.04119 0.47552 -1.04624
C 1.02934 -0.34395 -0.29246
N 1.35668 -2.81440 0.23056
N 1.55337 -0.67764 2.54292
O 3.28437 0.10330 -1.24542
H -4.04594 0.99431 -0.66134
H -3.26463 -1.22780 -0.99683
H -2.24853 2.67492 0.48326
H -1.00427 -1.96419 -0.52717
H 0.00251 2.06639 0.58540
H 2.14288 1.13561 -0.11437
H 1.54905 1.14551 -1.78838
H 3.51587 -1.28524 1.87797
*
```

(10)
Entry from the OMol25 dataset: the ion C10H8N3S with charge +1 in a non-equilibrium geometry (ωB97M-V with the def2-TZVPD basis set).

Summary:
- E_HOMO (eV) = -13.4
- orbital gap (eV) = 8.05
- E_LUMO (eV) = -5.39
- molar mass (g mol⁻¹) = 202.26

Geometry as ORCA input:
```
! RIJCOSX wB97M-V def2-TZVPD def2/J DEFGRID3
* xyz 1 1
C 0.48773 0.56476 2.47757
C 3.38510 -1.89493 0.04214
C 1.68372 -0.58991 0.37690
C 0.62670 0.15281 0.02229
C 2.06086 -0.86422 1.82117
C -2.62169 0.22253 -0.47799
C -1.52364 -0.70194 -0.87769
C -0.77408 1.70941 -1.47835
C -1.66873 1.44862 -0.36201
C -0.45914 0.44084 -0.65369
N 1.48720 -0.25402 2.80034
N 2.51432 -1.16640 -0.45915
N -0.30425 1.03952 1.80526
S 3.40548 -1.97218 1.84239
H 4.06122 -2.39791 -0.68740
H -3.36539 0.53724 -1.23423
H -3.14179 0.07433 0.43069
H -1.40881 -1.38930 -0.12152
H -1.56500 -0.98314 -1.83425
H -1.02744 1.55259 -2.49802
H -0.23702 2.55244 -1.45156
H -1.61535 1.91885 0.51712
*
```

(11)
Entry from the OMol25 dataset: the molecule C10H8O in a non-equilibrium geometry (ωB97M-V with the def2-TZVPD basis set).

Summary:
- SMILES = c1ccc(-c2ccco2)cc1
- E_HOMO (eV) = -8.4
- orbital gap (eV) = 9.34
- E_LUMO (eV) = 0.98
- molar mass (g mol⁻¹) = 144.17

Geometry as ORCA input:
```
! RIJCOSX wB97M-V def2-TZVPD def2/J DEFGRID3
* xyz 0 1
C -3.08735 -0.12574 -0.07403
C -2.41197 1.07602 -0.31960
C -0.97884 1.09074 -0.30877
C -0.25290 -0.01576 -0.08744
C 1.20951 0.01892 -0.04595
C 2.02264 0.96026 0.42982
C 3.37249 0.48803 0.17771
C 3.20576 -0.78116 -0.31310
O 1.83957 -1.07419 -0.48999
C -0.94532 -1.22792 0.24603
C -2.35858 -1.31706 0.22636
H -4.27974 -0.15667 -0.08593
H -3.13766 1.85503 -0.39217
H -0.64163 1.98802 -0.56038
H 1.71987 2.15923 0.77132
H 4.31853 0.96285 0.48132
H 3.64382 -1.68369 -0.67784
H -0.38178 -2.10190 0.34549
H -2.85641 -2.11502 0.67714
*
```

(12)
Entry from the OMol25 dataset: the molecule C10H8O2 in a non-equilibrium geometry (ωB97M-V with the def2-TZVPD basis set).

Summary:
- SMILES = Oc1ccc2ccc(O)cc2c1
- E_HOMO (eV) = -8.1
- orbital gap (eV) = 8.52
- E_LUMO (eV) = 0.41
- molar mass (g mol⁻¹) = 160.17

Geometry as ORCA input:
```
! RIJCOSX wB97M-V def2-TZVPD def2/J DEFGRID3
* xyz 0 1
O -1.63606 -2.63134 2.12567
C -1.14784 -1.77897 1.21671
C -0.86986 -2.46359 -0.05103
C -0.28405 -1.75273 -1.03467
C 0.00900 -0.43663 -0.82341
C 0.82588 0.09889 -1.85102
C 1.30101 1.37316 -1.66168
C 1.03542 2.20555 -0.44013
O 1.42865 3.62826 -0.45908
C 0.11663 1.68270 0.50419
C -0.21976 0.34702 0.35506
C -0.64167 -0.49587 1.49011
H -1.45330 -2.04609 3.11220
H -0.93321 -3.55347 -0.10489
H 0.15083 -2.57684 -1.72370
H 1.27357 -0.58904 -2.52664
H 1.84274 1.72088 -2.42469
H 1.08012 3.99412 0.40718
H -0.02810 2.32034 1.38025
H -1.02200 0.07760 2.32282
*
```

| no. | E_tot (a.u.) |
| --- | --- |
| 1 | -726.30302 |
| 2 | -6244.29835 |
| 3 | -7702.47383 |
| 4 | -4037.34846 |
| 5 | -833.92661 |
| 6 | -495.30150 |
| 7 | -495.28371 |
| 8 | -570.55956 |
| 9 | -570.40758 |
| 10 | -947.81562 |
| 11 | -461.01299 |
| 12 | -536.23667 |